Record 1
Computed, not measured: a single C26H29N5O molecule in a non-equilibrium geometry, with ωB97M-V with the def2-TZVPD basis set.

```
61
Properties=species:S:1:pos:R:3:mulliken_charge:R:1
C -4.410 3.020 3.005 -0.8309
O -3.670 1.838 3.397 -0.4533
C -2.353 1.746 3.070 0.8149
C -1.686 0.555 3.434 -0.7388
C -0.393 0.330 3.007 -0.7062
C 0.264 1.255 2.190 -0.2925
C 1.634 0.890 1.571 0.7986
C 2.688 1.783 2.158 0.2254
C 4.034 1.379 2.104 -0.4506
N 5.177 1.099 2.140 -0.8092
C 2.457 2.939 2.901 -0.1281
N 2.358 3.929 3.531 -0.7532
C -0.312 2.520 2.030 -0.2863
C -1.620 2.770 2.444 -0.8399
H -5.414 2.806 3.363 0.2471
H -4.003 3.909 3.501 0.3240
H -4.411 3.153 1.915 0.3298
H -2.237 -0.202 3.974 0.4399
H 0.145 -0.571 3.309 0.7589
H 1.853 -0.143 1.884 0.4819
H 0.271 3.343 1.612 0.6702
H -2.083 3.733 2.254 0.3571
C -0.584 2.755 -2.209 -1.0542
C 0.447 1.852 -2.857 0.3303
C 0.157 1.588 -4.308 -1.5890
N 0.472 0.554 -2.183 0.6826
N -0.057 -0.449 -2.863 -1.0001
N 0.111 -1.529 -2.097 0.7075
C -0.614 -2.782 -2.499 0.4468
C -0.241 -3.164 -3.927 -1.3143
C -2.114 -2.531 -2.359 -1.2934
C 0.716 -1.200 -0.915 -0.3470
C 1.057 -2.229 0.063 0.1631
C 0.257 -2.322 1.216 -0.2389
C 0.608 -3.207 2.229 -0.4811
C 1.723 -4.045 2.077 -0.5244
C 2.470 -4.010 0.889 -0.7668
C 2.144 -3.118 -0.128 -0.1818
C 0.910 0.164 -0.933 0.3349
C 1.684 1.020 0.017 -0.8865
H -0.647 3.676 -2.802 0.4218
H -1.574 2.269 -2.210 0.3105
H -0.310 3.013 -1.176 0.2652
H 1.449 2.279 -2.747 0.2927
H 0.121 2.537 -4.847 0.4608
H 0.923 0.969 -4.778 0.4013
H -0.805 1.083 -4.440 0.3226
H -0.295 -3.572 -1.807 0.1691
H -0.928 -3.939 -4.299 0.4138
H -0.306 -2.292 -4.588 0.3124
H 0.774 -3.579 -3.963 0.3233
H -2.682 -3.396 -2.735 0.4147
H -2.376 -2.379 -1.301 0.3210
H -2.399 -1.642 -2.945 0.3107
H -0.627 -1.672 1.281 0.6180
H 0.011 -3.239 3.145 0.4532
H 1.989 -4.739 2.882 0.3955
H 3.326 -4.681 0.773 0.3869
H 2.727 -3.060 -1.057 0.4725
H 2.769 0.857 -0.233 0.4671
H 1.422 2.080 -0.160 0.3205
```

The value obtained for the relative energy (zero: lowest compared OMol25 entry of this formula, charge and spin) is 440.4 kJ/mol. The net charge is 0. For the strongest force on any atom, the calculation gives 1.95 eV/A. The frontier orbital gap comes out at 5.110 eV. Its lowest unoccupied orbital energy is -0.02330 Ha.

***

Record 2
Computed, not measured: a single Cl2P2S molecule in a non-equilibrium geometry, with ωB97M-V with the def2-TZVPD basis set.

```
5
Properties=species:S:1:pos:R:3:mulliken_charge:R:1
P 1.247 0.853 0.045 0.2467
P -1.956 -0.824 -0.157 0.2397
S 0.190 -0.904 0.173 -0.1023
Cl -2.490 1.061 0.024 -0.1577
Cl 3.141 -0.021 -0.091 -0.2264
```

The value obtained for the relative energy (zero: lowest compared OMol25 entry of this formula, charge and spin) is 145.3 kJ/mol. The net charge is 0. For the strongest force on any atom, the calculation gives 2.06 eV/A. The frontier orbital gap (alpha / beta) comes out at 6.569 / 6.995 eV. Its lowest unoccupied orbital energy (alpha / beta) is -0.05626 / -0.04986 Ha.

***

Record 3
Computed, not measured: a single C6H7N5O molecule in a non-equilibrium geometry, with ωB97M-V with the def2-TZVPD basis set.

```
19
Properties=species:S:1:pos:R:3:mulliken_charge:R:1
C -1.833 -0.158 -2.833 -0.6800
C 0.090 -0.995 -1.862 0.0158
C 1.201 -0.786 0.049 -0.2761
C 1.038 0.828 3.139 -0.7474
C -0.406 0.849 1.150 0.2039
C 0.001 -0.386 -0.594 1.5350
H -1.532 0.896 -2.738 0.2876
H -2.463 -0.456 -1.988 0.2896
H -2.365 -0.329 -3.758 0.2539
H 1.048 -0.045 3.791 0.2850
H 0.297 1.556 3.463 0.2940
H 1.997 1.361 3.130 0.2809
H -0.977 1.625 1.675 0.2732
N 1.234 -1.767 -1.881 -0.3086
N 1.882 -1.742 -0.803 -0.5712
N 1.553 -0.468 1.268 -0.7311
N 0.668 0.448 1.792 0.4758
N -0.787 0.581 -0.038 -0.4736
O -0.644 -1.010 -2.964 -0.4066
```

The value obtained for the relative energy (zero: lowest compared OMol25 entry of this formula, charge and spin) is 303.7 kJ/mol. The net charge is 0. For the strongest force on any atom, the calculation gives 3.56 eV/A. The frontier orbital gap comes out at 6.889 eV. Its lowest unoccupied orbital energy is -0.03149 Ha. Its SMILES is COc1nnc2nn(C)cnc1-2.

***

Record 4
Computed, not measured: a 2-piece molecular cluster, C7H14N2O2 overall in a non-equilibrium geometry, with ωB97M-V with the def2-TZVPD basis set.

```
25
Properties=species:S:1:pos:R:3:mulliken_charge:R:1
C 1.742 1.074 -0.012 -0.5413
C -0.188 -3.877 1.169 0.1012
C -1.186 -1.179 -2.102 -1.6274
C -2.193 -0.508 0.231 -1.3114
C 2.917 1.952 1.934 -0.9023
C 0.052 -1.682 0.118 0.6514
C -1.278 -1.511 -0.597 0.5322
N 0.259 -2.617 0.917 -0.3282
N 1.794 1.621 1.093 0.3055
O -0.061 -4.871 0.490 -0.5089
O 0.643 1.938 1.761 -0.4872
H 2.786 0.836 -0.273 0.1183
H -0.585 -4.030 2.254 0.2694
H -0.413 -1.739 -2.480 0.4429
H -2.157 -1.458 -2.476 0.4066
H -1.005 -0.178 -2.185 0.3910
H -2.405 -0.842 1.184 0.3955
H -3.173 -0.612 -0.270 0.3686
H -1.712 0.479 0.078 0.2620
H 2.993 2.954 1.779 0.3695
H 2.590 1.599 3.010 0.2688
H 3.731 1.483 1.554 0.3494
H 0.527 -0.620 0.176 -0.2977
H -1.854 -2.492 -0.484 0.3779
H -0.022 1.876 1.004 0.3944
```

The value obtained for the relative energy (zero: lowest compared OMol25 entry of this formula, charge and spin) is 532.6 kJ/mol. The net charge is 0. For the strongest force on any atom, the calculation gives 4.92 eV/A. The frontier orbital gap comes out at 9.404 eV. Its lowest unoccupied orbital energy is 0.02478 Ha.

***

Record 5
Computed, not measured: a 3-piece molecular cluster, C5H17NO2 overall in a non-equilibrium geometry, with ωB97M-V with the def2-TZVPD basis set.

```
25
Properties=species:S:1:pos:R:3:mulliken_charge:R:1
C 0.593 2.368 0.599 -1.5442
C 0.677 0.831 0.623 0.5880
C -0.599 0.238 1.120 -0.6298
C -1.221 -0.882 0.182 -0.4566
C -2.502 -0.367 -0.460 -1.3194
N 1.829 0.431 1.533 -0.8112
H -0.246 2.668 0.013 0.4006
H 1.574 2.901 0.363 0.3306
H 0.423 2.812 1.591 0.3460
H 1.021 0.397 -0.397 0.2636
H -1.438 0.941 1.183 0.3243
H -0.433 -0.208 2.174 0.2536
H -1.383 -1.801 0.663 0.3755
H -0.418 -1.112 -0.493 0.3385
H -2.990 -1.230 -0.957 0.3079
H -2.275 0.410 -1.157 0.3205
H -3.182 0.160 0.197 0.4234
H 1.652 0.666 2.490 0.2690
H 1.871 -0.541 1.511 0.2204
H 3.472 -3.191 -0.654 0.3138
H 3.032 -4.178 0.414 0.3278
O 2.975 -3.176 0.185 -0.6283
H -0.499 1.319 -3.736 0.3205
H -0.967 0.035 -3.061 0.3263
O -0.966 0.512 -3.927 -0.6611
```

The value obtained for the relative energy (zero: lowest compared OMol25 entry of this formula, charge and spin) is 142.7 kJ/mol. The net charge is 0. For the strongest force on any atom, the calculation gives 3.13 eV/A. The frontier orbital gap comes out at 9.777 eV. Its lowest unoccupied orbital energy is 0.02368 Ha. Its SMILES is CCC[C@@H](C)N.O.O.

***

Record 6
Computed, not measured: a single C2HCl2FS molecule in a non-equilibrium geometry, with ωB97M-V with the def2-TZVPD basis set.

```
7
Properties=species:S:1:pos:R:3:mulliken_charge:R:1
C -0.066 -0.143 -0.588 0.5736
C 0.362 0.006 0.850 -0.3702
H 1.357 0.437 0.946 0.3188
F 0.941 -0.424 -1.382 -0.1505
S -0.497 -0.072 2.248 -0.0964
Cl -0.625 1.528 -1.328 -0.1502
Cl -1.471 -1.331 -0.746 -0.1250
```

The value obtained for the relative energy (zero: lowest compared OMol25 entry of this formula, charge and spin) is 76.1 kJ/mol. The net charge is 0. For the strongest force on any atom, the calculation gives 2.63 eV/A. The frontier orbital gap comes out at 8.010 eV. Its lowest unoccupied orbital energy is -0.06410 Ha. Its SMILES is FC(Cl)(Cl)C=S.

***

Record 7
Computed, not measured: a 2-piece molecular cluster, C5H8N2 overall, with ωB97M-V with the def2-TZVPD basis set.

```
15
Properties=species:S:1:pos:R:3:mulliken_charge:R:1
C -2.229 0.147 0.262 -0.0182
N -0.971 0.003 0.135 0.7549
C -0.053 -0.309 1.268 -0.6055
C 1.109 -0.349 0.558 -0.6561
C 0.876 -0.092 -0.859 0.7043
C 1.905 -0.092 -1.935 -0.9760
N -0.377 0.130 -1.138 -0.8397
H -2.655 0.029 1.253 0.1713
H -2.823 0.382 -0.616 0.2843
H -1.985 0.632 3.552 0.2128
H -1.419 0.358 3.138 -0.2488
H 2.092 -0.542 0.974 0.3569
H 2.410 -1.064 -1.949 0.2766
H 2.667 0.669 -1.732 0.2774
H 1.452 0.097 -2.910 0.3059
```

The value obtained for the relative energy (zero: lowest compared OMol25 entry of this formula, charge and spin) is 457.9 kJ/mol. The net charge is 0. For the strongest force on any atom, the calculation gives 0.52 eV/A. The frontier orbital gap comes out at 7.681 eV. Its lowest unoccupied orbital energy is -0.02815 Ha.

***

Record 8
Computed, not measured: C6H18F6KN3O20P2S6 as an isolated structure in a non-equilibrium geometry, with ωB97M-V with the def2-TZVPD basis set.

```
62
Properties=species:S:1:pos:R:3:mulliken_charge:R:1
K 0.330 1.940 -0.860 0.9710
N 4.785 0.223 -6.242 -0.2439
S 4.932 1.705 -6.186 1.1173
O 6.196 2.324 -5.861 -0.5900
O 3.752 2.484 -5.938 -0.5436
F 5.037 1.791 -7.804 -0.3632
S 4.754 0.184 -4.596 1.0834
O 3.610 0.648 -3.869 -0.5244
O 6.023 0.207 -3.806 -0.5876
F 4.341 -1.410 -4.599 -0.3473
N -2.492 3.378 -3.300 -0.2369
S -4.198 2.918 -3.277 1.0123
O -4.734 2.381 -4.510 -0.5541
O -5.017 3.819 -2.462 -0.5695
F -4.071 1.718 -2.223 -0.2067
S -2.671 4.791 -3.681 1.0646
O -2.593 5.777 -2.608 -0.6086
O -3.491 5.060 -4.797 -0.5762
F -1.122 4.907 -4.257 -0.3085
N 4.257 7.562 -1.190 -0.2172
S 4.841 6.601 -2.374 1.0724
O 5.294 7.257 -3.584 -0.5834
O 4.508 5.149 -2.401 -0.4939
F 6.231 6.524 -1.516 -0.3400
S 2.850 7.384 -1.643 1.0187
O 2.226 6.059 -1.399 -0.5136
O 2.443 8.145 -2.832 -0.5977
F 2.353 8.392 -0.454 -0.3399
C 0.184 -7.266 1.862 -0.7640
O -0.181 -6.072 2.417 -0.2136
P 0.875 -5.169 3.301 0.9274
O 2.307 -5.653 3.293 -0.7081
O 0.689 -3.638 2.716 -0.1795
C 1.716 -2.621 2.849 -0.7975
O 0.128 -4.957 4.759 -0.1818
C 0.517 -5.861 5.742 -0.7774
H -0.177 -7.370 0.839 0.2680
H -0.369 -8.066 2.354 0.2944
H 1.233 -7.559 1.826 0.3295
H 1.623 -1.988 3.731 0.2930
H 1.834 -2.040 1.935 0.2661
H 2.647 -3.185 2.924 0.3617
H 1.592 -6.014 5.646 0.3814
H -0.027 -6.802 5.671 0.2726
H 0.316 -5.364 6.691 0.2237
C -5.581 0.252 2.524 -0.6582
O -4.972 -0.899 1.890 -0.3574
P -3.408 -1.185 2.161 0.9491
O -2.543 0.012 1.768 -0.5869
O -3.291 -1.506 3.752 -0.3123
C -2.446 -0.647 4.547 -0.5412
O -3.128 -2.622 1.436 -0.1546
C -3.488 -2.877 0.117 -0.8829
H -5.559 1.085 1.822 0.2838
H -5.318 0.513 3.549 0.2426
H -6.619 0.021 2.762 0.2838
H -2.392 -1.069 5.551 0.2643
H -2.915 0.333 4.634 0.2736
H -1.403 -0.776 4.257 0.1947
H -2.771 -3.660 -0.130 0.3240
H -3.014 -2.159 -0.552 0.3679
H -4.432 -3.106 -0.378 0.3205
```

The value obtained for the relative energy (zero: lowest compared OMol25 entry of this formula, charge and spin) is 905.5 kJ/mol. The net charge is -2. For the strongest force on any atom, the calculation gives 11.45 eV/A. The frontier orbital gap comes out at 7.123 eV. Its lowest unoccupied orbital energy is 0.08222 Ha.